Entry 1:
This record from OMol25 describes an isolated molecule of C20H18BrN3O4. The level of theory is wB97M-V/def2-TZVPD.

Results
Net charge ... 0
E_HOMO ... -8.098 eV
Orbital gap ... 7.63 eV
LUMO ... -0.468 eV
SMILES ... O=C(c1cccn2c(=O)c3cc(Br)ccc3nc12)N1CCC2(CC1)OCCO2

Geometry as XYZ:
```
46
C20H18BrN3O4 | OMol25 | wB97M-V/def2-TZVPD
O -3.1071 -2.0324 2.1579
C -2.8623 -1.7287 1.0066
C -1.8618 -2.5451 0.2293
C -2.1364 -3.8152 -0.1736
C -1.1167 -4.6072 -0.7541
C 0.1316 -4.0999 -0.8655
N 0.4334 -2.8342 -0.4493
C 1.7822 -2.3983 -0.5930
O 2.6072 -3.1413 -1.0787
C 2.0158 -1.0478 -0.1286
C 3.2996 -0.4974 -0.2099
C 3.5007 0.7908 0.2190
Br 5.2381 1.5580 0.1148
C 2.4514 1.5619 0.7302
C 1.1912 1.0303 0.8151
C 0.9465 -0.2890 0.3922
N -0.3061 -0.7907 0.4907
C -0.5399 -2.0077 0.1002
N -3.4690 -0.7199 0.3566
C -3.1868 -0.2941 -0.9907
C -2.4522 1.0464 -0.9821
C -3.2611 2.0942 -0.2020
C -3.5883 1.5573 1.2001
C -4.2977 0.2097 1.0926
O -4.4431 2.3996 -0.9266
C -4.5790 3.8015 -0.9750
C -3.1312 4.2855 -0.8769
O -2.5254 3.3007 -0.0692
H -3.1281 -4.2208 -0.0469
H -1.3271 -5.6086 -1.0892
H 0.9708 -4.6418 -1.2775
H 4.1004 -1.1006 -0.6101
H 2.6433 2.5732 1.0548
H 0.3682 1.6082 1.2047
H -4.1400 -0.1740 -1.5180
H -2.5901 -1.0505 -1.5025
H -2.3010 1.3972 -2.0032
H -1.4871 0.9316 -0.4905
H -4.2201 2.2760 1.7224
H -2.6525 1.4474 1.7471
H -5.2466 0.3353 0.5619
H -4.4781 -0.2126 2.0821
H -5.1726 4.1607 -0.1234
H -5.0725 4.0675 -1.9093
H -2.6564 4.3136 -1.8669
H -3.0208 5.2517 -0.3852
```

***

Entry 2:
This record from OMol25 describes a cluster of 3 separate species, C3H15N2O2 in total. The level of theory is wB97M-V/def2-TZVPD.

Results
Net charge ... 0
E_HOMO (alpha / beta) ... -2.523 / -9.731 eV
Orbital gap (alpha / beta) ... 2.80 / 9.90 eV
LUMO (alpha / beta) ... 0.279 / 0.168 eV
Spin multiplicity ... 2

Geometry as XYZ:
```
22
C3H15N2O2 | OMol25 | wB97M-V/def2-TZVPD
C 0.9972 0.0596 -1.1730
N 1.0120 -1.1447 -1.9812
C -0.4549 0.4261 -0.8235
N -1.0180 -0.5728 0.1327
C -1.8078 0.0428 1.2126
H 1.5571 -0.0061 -0.2407
H 1.4387 0.9319 -1.6702
H 1.8037 -1.7299 -1.7388
H 1.0761 -0.9673 -2.9726
H -0.4255 1.4295 -0.4091
H -0.9515 0.3900 -1.7894
H -0.2572 -1.1407 0.5942
H -1.4896 -1.3234 -0.3711
H -1.2736 0.1396 2.1503
H -2.3021 0.9605 0.8838
H -2.7496 -0.5011 1.3814
H 0.3100 3.3911 0.1273
H 0.1317 3.3073 1.6665
O 0.2027 2.7830 0.8647
H 1.1859 -2.8785 1.5995
H 1.9540 -1.6037 1.3660
O 1.0607 -1.9934 1.1905
```

***

Entry 3:
This record from OMol25 describes the ion C2H3OS3 with charge -1. The level of theory is wB97M-V/def2-TZVPD.

Results
Net charge ... -1
E_HOMO ... -4.024 eV
Orbital gap ... 7.35 eV
LUMO ... 3.321 eV
SMILES ... OC(=S)[C@@H]([S-])S

Geometry as XYZ:
```
9
C2H3OS3 | OMol25 | wB97M-V/def2-TZVPD
O -0.9594 -1.3566 -0.8715
C -1.1149 -0.4006 0.2480
S -2.6141 -0.1346 0.9768
C 0.0583 0.1908 0.8804
S 1.4311 -0.9480 0.8117
S 0.1939 1.7921 -0.3220
H 0.0889 -1.3450 -0.6226
H -0.2343 0.5049 1.8890
H 1.3917 1.5408 -0.7590
```

***

Entry 4:
This record from OMol25 describes an isolated molecule of C5H9N. The level of theory is wB97M-V/def2-TZVPD.

Results
Net charge ... 0
E_HOMO (alpha / beta) ... -8.910 / -8.826 eV
Orbital gap (alpha / beta) ... 8.26 / 8.19 eV
LUMO (alpha / beta) ... -0.646 / -0.632 eV

Geometry as XYZ:
```
15
C5H9N | OMol25 | wB97M-V/def2-TZVPD
C -0.6324 -1.6437 -0.0296
C -0.1167 -0.2140 -0.1291
C -0.2247 0.8846 0.9390
N 0.8848 1.5801 0.1899
C 1.3641 0.2005 -0.1681
C -0.6633 0.4284 -1.3940
H -0.3516 -2.2112 -0.9239
H -1.7253 -1.6675 0.0546
H -0.2150 -2.1558 0.8432
H -1.1772 1.4157 1.0438
H 0.1581 0.6204 1.9334
H 1.9731 -0.1742 0.6636
H 1.8973 0.1105 -1.1174
H 0.4794 1.9167 -0.7064
H -1.6091 0.9353 -1.0859
```

***

It is found that the relative energy (zero: lowest compared OMol25 entry of this formula, charge and spin) values, taken in the order of the records, are 0.0; 11.9; 16.3; 130.7 kcal/mol.
It is found that the electronic energy values, taken in the order of the records, are -103736.0508; -10425.6160; -36676.4309; -6815.3273 eV.
It is found that the strongest force on any atom values, taken in the order of the records, are 1.0; 2.6; 6.3; 0.6 eV Å⁻¹.